w.
The molecule C3H6N4O. Source: the Open Molecules 2025 dataset; level of theory: ωB97M-V with the def2-TZVPD basis set.

Output
LUMO level (spin up / spin down)	0.13 / 0.37	eV
orbital gap (spin up / spin down)	0.2548 / 0.2687	hartree
HOMO (spin up / spin down)	-6.80 / -6.94	eV

```
! wB97M-V def2-TZVPD RIJCOSX def2/J DEFGRID3
* xyz 0 1
N -1.712 1.135 -0.171
H 2.392 0.157 -0.772
C -0.375 1.203 -0.153
H -2.071 2.015 -0.099
H 0.020 2.072 0.284
N 0.918 -2.032 -0.130
H 1.616 -1.865 0.505
N -0.034 -1.050 -0.041
C 0.504 0.110 -0.079
C -2.496 0.153 0.233
O -3.083 -0.850 -0.026
H 2.025 1.417 0.184
N 1.835 0.419 0.029
H 0.460 -2.883 0.236
*
```

x.
The molecule C3H6N4O. Source: the Open Molecules 2025 dataset; level of theory: ωB97M-V with the def2-TZVPD basis set.

Output
LUMO level	0.65	eV
orbital gap	0.3779	hartree
HOMO	-9.63	eV
SMILES string	[H]/N=C\NN(C=O)/C=N/[H]

```
! wB97M-V def2-TZVPD RIJCOSX def2/J DEFGRID3
* xyz 0 1
H 0.522 0.927 -1.413
C 1.103 -1.230 -0.120
O -2.340 -0.423 -0.214
H -0.476 0.654 1.929
C -1.304 -1.054 -0.169
N 0.208 1.882 -1.015
N 2.195 -0.650 -0.052
H -0.033 2.584 0.944
H 3.078 -1.084 -0.408
C 0.091 1.713 0.265
N 0.090 0.564 1.026
H 0.948 -2.230 -0.515
N -0.115 -0.641 0.299
H -1.306 -2.133 -0.480
*
```

y.
The molecule C3H6N4O. Source: the Open Molecules 2025 dataset; level of theory: ωB97M-V with the def2-TZVPD basis set.

Output
LUMO level	0.49	eV
orbital gap	0.2689	hartree
HOMO	-6.83	eV
SMILES string	Nc1ncn(O)c1N

```
! wB97M-V def2-TZVPD RIJCOSX def2/J DEFGRID3
* xyz 0 1
N 0.124 -1.720 0.009
N -0.530 1.834 -0.089
C 0.082 -0.303 -0.010
H -2.938 0.905 0.152
C 0.826 1.803 -0.043
N 1.237 0.463 -0.043
H 1.615 2.485 0.063
H -2.548 -0.767 0.032
H 1.074 -2.067 0.249
N -2.292 0.176 -0.031
H 2.439 -0.995 -0.604
C -0.991 0.593 -0.104
O 2.437 -0.175 -0.078
H -0.534 -2.232 0.498
*
```

Least stable of them? w.

w.
A cluster of 2 separate species, C2HBrF2S in total. Source: the Open Molecules 2025 dataset; level of theory: ωB97M-V with the def2-TZVPD basis set.

Output
LUMO level (spin up / spin down)	-3.72 / -3.71	eV
orbital gap (spin up / spin down)	0.2233 / 0.2239	hartree
HOMO (spin up / spin down)	-9.79 / -9.80	eV

```
! wB97M-V def2-TZVPD RIJCOSX def2/J DEFGRID3
* xyz 0 1
S 0.921 -1.891 0.646
H 1.248 0.233 1.153
C 0.679 -0.227 0.355
C -0.070 0.292 -0.629
Br -2.251 0.518 1.061
F 0.070 1.560 -1.009
F -0.598 -0.485 -1.576
*
```

x.
The molecule C2HBrF2S. Source: the Open Molecules 2025 dataset; level of theory: ωB97M-V with the def2-TZVPD basis set.

Output
LUMO level	-1.30	eV
orbital gap	0.3108	hartree
HOMO	-9.76	eV
SMILES string	FC(F)(Br)C=S

```
! wB97M-V def2-TZVPD RIJCOSX def2/J DEFGRID3
* xyz 0 1
H 0.886 -0.882 -1.013
Br -1.804 -0.902 -0.656
F -0.179 -0.871 1.455
F -0.986 1.087 0.962
C -0.409 -0.044 0.431
C 0.845 0.150 -0.424
S 1.648 1.463 -0.754
*
```

Least stable of them? w.

w.
A cluster of 2 separate species, C2H2IN in total. Source: the Open Molecules 2025 dataset; level of theory: ωB97M-V with the def2-TZVPD basis set.

Output
LUMO level (spin up / spin down)	-3.23 / -3.23	eV
orbital gap (spin up / spin down)	0.2239 / 0.2240	hartree
HOMO (spin up / spin down)	-9.32 / -9.32	eV

```
! wB97M-V def2-TZVPD RIJCOSX def2/J DEFGRID3
* xyz 0 1
C -0.350 -0.784 -0.446
I 1.476 2.001 2.364
H 0.456 -1.354 -0.793
H -1.333 -1.104 -0.269
C -0.154 0.506 0.154
N -0.096 0.736 -1.011
*
```

x.
A cluster of 2 separate species, C2H2IN in total. Source: the Open Molecules 2025 dataset; level of theory: ωB97M-V with the def2-TZVPD basis set.

Output
LUMO level (spin up / spin down)	-4.78 / -4.76	eV
orbital gap (spin up / spin down)	0.1276 / 0.1288	hartree
HOMO (spin up / spin down)	-8.25 / -8.27	eV

```
! wB97M-V def2-TZVPD RIJCOSX def2/J DEFGRID3
* xyz 0 1
C 0.681 -0.813 0.478
N 1.115 -1.018 1.524
H -0.494 -1.278 -1.329
I -1.394 3.169 0.878
H -0.005 0.469 -0.864
C 0.097 -0.530 -0.687
*
```

Least stable of them? w.

w.
The ion C5H13N2 with charge +1. Source: the Open Molecules 2025 dataset; level of theory: ωB97M-V with the def2-TZVPD basis set.

Output
LUMO level	-3.40	eV
orbital gap	0.3088	hartree
HOMO	-11.80	eV
SMILES string	CN/C=C/CC[NH3+]

```
! wB97M-V def2-TZVPD RIJCOSX def2/J DEFGRID3
* xyz 1 1
C -0.385 -1.837 0.200
H -1.945 -0.260 -0.123
H 0.646 -0.161 -1.477
H 0.260 -2.612 2.172
C -0.881 -0.462 -0.211
H -1.292 -2.436 0.275
H 1.156 1.893 -2.792
H -1.310 2.056 -1.551
H -0.641 -0.249 2.525
C -0.141 0.394 -0.960
N -0.409 1.681 -1.338
H 0.172 -2.286 -0.620
H 1.618 2.365 -1.167
H 0.987 -0.334 2.957
C 0.781 2.331 -1.861
H 0.585 0.249 1.541
H 0.560 3.368 -2.114
N 0.302 -0.482 2.205
C 0.462 -1.773 1.513
H 1.470 -1.936 1.136
*
```

x.
The ion C5H13N2 with charge +1. Source: the Open Molecules 2025 dataset; level of theory: ωB97M-V with the def2-TZVPD basis set.

Output
LUMO level	-3.75	eV
orbital gap	0.3538	hartree
HOMO	-13.37	eV
SMILES string	C[C@H]1C[C@]1(N)C[NH3+]

```
! wB97M-V def2-TZVPD RIJCOSX def2/J DEFGRID3
* xyz 1 1
H 1.540 -0.489 -1.536
C -0.339 -1.684 -0.107
H -1.587 1.423 -0.364
C -0.649 -0.406 2.139
H 0.730 2.265 -0.775
H 0.357 -2.348 -0.596
H 2.220 1.812 -1.381
H 1.236 -0.697 1.072
C -0.323 -0.219 -0.454
H -2.145 0.172 -1.314
H -0.335 0.528 2.602
N 1.413 1.500 -0.827
H 0.354 0.525 -2.386
N -1.585 0.425 -0.514
C 0.162 -0.699 0.904
C 0.768 0.270 -1.408
H -1.701 -0.332 1.881
H 1.715 1.275 0.133
H -0.521 -1.204 2.866
H -1.311 -2.116 0.066
*
```

y.
The ion C5H13N2 with charge +1. Source: the Open Molecules 2025 dataset; level of theory: ωB97M-V with the def2-TZVPD basis set.

Output
LUMO level	-3.91	eV
orbital gap	0.4083	hartree
HOMO	-15.02	eV
SMILES string	CCCCNC=[NH2+]

```
! wB97M-V def2-TZVPD RIJCOSX def2/J DEFGRID3
* xyz 1 1
H 1.353 -0.165 -0.133
H 0.160 -1.845 2.638
C -0.092 0.086 2.424
H -1.275 0.478 0.041
H 1.536 1.464 -0.637
H -0.764 -1.406 1.246
H 0.178 -1.844 -1.257
H -0.210 0.921 -2.486
C 0.803 0.661 -0.592
H -0.650 2.088 -0.131
H 1.262 -0.087 -2.501
C -0.402 1.097 0.253
H 0.008 2.021 2.173
H -0.488 -1.645 -2.852
H -1.395 -1.037 -1.383
N -0.058 -1.153 1.928
N -0.221 1.159 1.699
C 0.345 0.149 -1.957
C -0.433 -1.176 -1.876
H 0.341 0.235 3.405
*
```

z.
The ion C5H13N2 with charge +1. Source: the Open Molecules 2025 dataset; level of theory: ωB97M-V with the def2-TZVPD basis set.

Output
LUMO level	-7.35	eV
orbital gap	0.2449	hartree
HOMO	-14.01	eV

```
! wB97M-V def2-TZVPD RIJCOSX def2/J DEFGRID3
* xyz 1 1
H 0.405 1.196 -1.080
C -0.996 -0.296 -0.646
H -1.755 -0.895 1.224
H -2.780 -1.340 -0.131
H 2.275 1.519 1.133
C -2.135 -0.545 0.260
H 1.066 -0.704 1.165
C 0.072 0.569 -0.256
C 1.351 -0.217 0.232
H 3.387 0.190 0.834
H 2.142 -2.031 -0.387
H -0.265 1.188 0.582
H 2.820 1.147 -0.509
N -2.797 0.749 0.454
H -3.704 0.591 0.874
H -1.243 -0.319 -1.714
C 2.515 0.714 0.442
H -2.906 1.275 -0.406
N 1.692 -1.223 -0.804
H 0.857 -1.567 -1.265
*
```

Least stable of them? z.

w.
The ion C5H13N2 with charge +1. Source: the Open Molecules 2025 dataset; level of theory: ωB97M-V with the def2-TZVPD basis set.

Output
LUMO level	-3.10	eV
orbital gap	0.4165	hartree
HOMO	-14.43	eV
SMILES string	NC[C@@H]([NH3+])C1CC1

```
! wB97M-V def2-TZVPD RIJCOSX def2/J DEFGRID3
* xyz 1 1
C 0.275 -0.272 -0.534
H 1.492 -1.075 0.867
N 2.356 0.561 0.630
C -0.981 0.141 0.430
H -0.089 -0.356 -1.610
H 1.310 -2.089 -0.565
H -3.071 -0.961 0.826
H -2.175 -1.217 -0.773
H 1.779 0.877 -1.581
C -2.130 0.871 -0.217
H 0.166 -2.023 0.660
H 1.840 1.005 1.408
C -2.287 -0.607 0.150
H 3.302 0.951 0.708
H -0.590 0.483 1.410
H -2.743 1.616 0.257
C 1.484 0.796 -0.530
H -1.815 0.969 -1.205
H 0.998 1.822 -0.427
N 0.880 -1.489 0.096
*
```

x.
A cluster of 2 separate species, C5H13N2 in total. Source: the Open Molecules 2025 dataset; level of theory: ωB97M-V with the def2-TZVPD basis set.

Output
LUMO level	-3.28	eV
orbital gap	0.3547	hartree
HOMO	-12.93	eV

```
! wB97M-V def2-TZVPD RIJCOSX def2/J DEFGRID3
* xyz 1 1
C -1.193 0.481 0.910
H -1.432 1.477 0.536
H -0.543 0.025 -2.243
C 0.406 -0.079 -1.769
H 1.828 -0.347 -3.252
N 0.715 -1.068 1.054
H -2.043 -1.516 0.740
H 1.465 -1.514 0.538
H 0.019 -1.750 1.313
C 1.618 -0.261 -2.191
H -3.225 -0.224 0.890
N 1.207 1.192 0.657
H 1.594 1.152 1.613
H 0.788 2.114 0.490
H 2.488 -0.369 -1.557
C 0.184 0.081 0.470
H -2.379 -0.468 -0.636
C -2.271 -0.495 0.445
H -1.203 0.518 2.008
H 1.974 1.050 -0.017
*
```

Least stable of them? x.

w.
A cluster of 2 separate species, C5H13N2 in total. Source: the Open Molecules 2025 dataset; level of theory: ωB97M-V with the def2-TZVPD basis set.

Output
LUMO level	-3.44	eV
orbital gap	0.3082	hartree
HOMO	-11.83	eV

```
! wB97M-V def2-TZVPD RIJCOSX def2/J DEFGRID3
* xyz 1 1
H -1.635 1.497 1.270
H -0.790 0.484 2.319
N -2.732 0.251 -0.267
H -0.712 -1.730 -0.984
H -0.041 0.901 0.857
H 1.886 -0.154 -1.683
C 2.650 -0.300 0.092
C -1.007 0.621 1.287
C 2.781 0.323 -1.193
H 2.250 -1.177 2.041
N -0.618 -0.882 -0.473
H 0.345 -0.983 0.110
H -3.356 -0.564 -0.533
H -0.520 -0.093 -1.194
H -2.554 0.855 -1.140
C 2.336 -0.866 1.127
C -1.622 -0.440 0.496
H -3.189 0.823 0.537
H 2.718 1.486 -1.036
H 3.809 -0.053 -1.632
*
```

x.
The ion C5H13N2 with charge +1. Source: the Open Molecules 2025 dataset; level of theory: ωB97M-V with the def2-TZVPD basis set.

Output
LUMO level	-8.49	eV
orbital gap	0.1788	hartree
HOMO	-13.36	eV

```
! wB97M-V def2-TZVPD RIJCOSX def2/J DEFGRID3
* xyz 1 1
C -2.233 -0.028 -0.149
H 2.663 0.227 -1.302
H -1.391 1.686 -1.171
H -2.421 -1.684 1.239
H 0.296 0.318 -1.892
N 0.779 -0.166 1.394
H 1.434 -0.122 2.181
H 3.441 -0.043 0.299
H 1.418 1.417 0.198
H -0.857 1.459 0.517
N -1.850 -0.931 0.894
C 0.132 0.078 -0.839
C 1.261 0.334 0.182
C 2.584 -0.276 -0.330
C -1.123 0.945 -0.422
H -0.083 -0.976 -0.664
H -3.176 0.464 0.108
H -0.908 -0.773 1.320
H 2.517 -1.353 -0.479
H -2.482 -0.574 -1.085
*
```

Least stable of them? w.